1.
19
Properties=species:S:1:pos:R:3 method="wB97M-V/def2-TZVPD" e_tot_ev=-26965.48459 homo_ev=-12.31 total_charge=+1 gap_ha=0.2881 multiplicity=1
C -1.52565 -0.27577 -0.17127
C 1.50677 -0.53019 -1.13634
C 2.17672 -0.20370 1.31563
C 1.07741 0.74018 -0.48421
C -1.80944 0.34784 1.17984
N 1.43922 0.94674 0.76194
P -2.19169 -1.42229 -1.13291
S 2.86063 -1.12065 -0.05392
H 0.72918 -1.26823 -1.12953
H 2.16752 -0.49209 -2.12484
H 2.96717 0.08452 1.94462
H 1.52137 -0.75397 1.87807
H 0.42594 1.43696 -1.06214
H -1.78634 1.47381 1.03517
H -0.85446 0.29930 1.61874
H -2.57978 0.13217 1.87938
H -1.17068 -1.76368 -2.18113
H 1.21924 1.58580 1.46545
H -3.39104 -2.08285 -1.57867



2.
164
Properties=species:S:1:pos:R:3 method="wB97M-V/def2-TZVPD" e_tot_ev=-336121.67820 homo_ev=-7.99 total_charge=0 gap_ha=0.2746 e_above_lowest_kj_mol=0.00 multiplicity=1
C -0.00857 -5.30080 -6.30837
N -1.33253 -5.74480 -5.81721
O -1.88478 -6.71911 -6.35157
O -1.79939 -5.16152 -4.84261
H 0.15636 -4.32337 -5.85501
H -0.16487 -5.12163 -7.37212
H 0.65390 -6.13489 -6.07702
C -0.88689 -1.20056 -1.11217
N -1.45008 -0.74731 0.19414
O -2.71040 -0.61366 0.29456
O -0.63574 -0.36537 1.04837
H 0.13680 -0.84211 -1.22025
H -1.50942 -0.86440 -1.94137
H -0.89014 -2.29041 -1.09422
O 6.39279 -5.00910 -5.55371
P 6.77853 -6.10072 -4.60943
N 6.43234 -7.63115 -5.12752
C 5.80115 -7.87030 -6.42231
C 6.70935 -8.85221 -4.32924
N 6.06044 -6.06178 -3.10187
C 6.60485 -6.60687 -1.89765
C 4.67767 -5.68366 -3.01937
N 8.44884 -6.13014 -4.24332
C 9.35051 -7.03456 -5.02434
C 9.10117 -4.91819 -3.71025
H 6.63754 -8.23240 -7.02016
H 5.13736 -7.09567 -6.80627
H 5.16251 -8.75078 -6.35177
H 7.61622 -8.67404 -3.75136
H 6.88317 -9.69754 -4.99505
H 5.90201 -9.05984 -3.62698
H 7.63411 -6.89814 -2.10711
H 6.38462 -5.99163 -1.02526
H 6.11944 -7.56956 -1.73732
H 4.05855 -6.56957 -2.87814
H 4.42996 -5.20292 -2.07299
H 4.32783 -4.95192 -3.74756
H 8.80569 -7.49204 -5.85015
H 10.14819 -6.39838 -5.40786
H 9.63460 -7.88249 -4.40111
H 9.43017 -4.32864 -4.56598
H 9.96376 -5.15830 -3.08866
H 8.38159 -4.30930 -3.16292
O 0.38137 -5.62650 2.34979
P -0.34859 -6.33199 3.44164
N -0.15787 -8.03424 3.33908
C -0.92891 -9.11801 3.98096
C 1.05368 -8.50652 2.69727
N -2.03472 -6.16442 3.43384
C -2.63558 -6.74381 2.18988
C -2.74954 -5.05352 4.05164
N 0.13878 -5.94256 5.02215
C -0.57788 -6.38393 6.22612
C 1.27680 -5.03254 5.26496
H -0.35556 -9.34176 4.88056
H -1.13594 -9.95743 3.31718
H -1.90946 -8.74876 4.28145
H 1.79645 -7.82932 3.11894
H 1.05670 -8.37436 1.61531
H 1.38033 -9.51500 2.95095
H -3.69840 -6.60358 2.38697
H -2.27839 -6.22025 1.30308
H -2.39712 -7.80555 2.12706
H -3.21521 -4.29209 3.42595
H -3.52488 -5.47728 4.68990
H -2.10559 -4.52908 4.75761
H -1.02511 -5.55019 6.76738
H -1.47602 -6.95870 6.00014
H 0.12693 -6.78302 6.95554
H 1.22339 -4.54690 6.23935
H 1.42330 -4.32735 4.44682
H 2.22184 -5.57530 5.28577
O -12.64713 2.01036 1.44464
P -11.26053 2.50144 1.57235
N -10.49911 2.55011 0.05025
C -11.02504 1.80203 -1.06852
C -9.23732 3.08946 -0.25171
N -10.34167 1.35273 2.51885
C -8.86338 1.18659 2.29240
C -10.88829 0.65833 3.76703
N -11.13031 4.08787 2.21709
C -12.17502 4.99083 1.93674
C -9.94546 4.66452 2.92316
H -11.28197 2.44545 -1.91000
H -11.95135 1.27165 -0.84769
H -10.35342 1.02720 -1.43818
H -9.30404 3.74620 -1.11909
H -8.45739 2.34268 -0.40043
H -8.90300 3.71404 0.57669
H -8.57510 1.13885 1.24230
H -8.19396 2.02161 2.49907
H -8.46907 0.31374 2.81274
H -11.89404 0.35679 3.47441
H -10.32174 -0.26385 3.89630
H -10.84400 1.39367 4.57042
H -12.68901 4.62306 1.04867
H -12.83156 5.01685 2.80644
H -11.86195 5.97817 1.59727
H -10.08486 5.18223 3.87218
H -9.39847 5.41815 2.35664
H -9.21835 3.88532 3.15177
O 8.81740 2.52858 1.09317
P 7.88605 3.64740 1.25656
N 8.38340 4.95645 2.19080
C 8.71937 4.69668 3.63062
C 9.40818 5.82358 1.62280
N 6.38288 3.24610 1.99858
C 5.43457 4.18208 2.67888
C 5.74911 1.97040 1.52427
N 7.38256 4.30494 -0.22253
C 7.34024 3.49200 -1.46396
C 6.55876 5.53056 -0.37535
H 9.73588 4.30977 3.70201
H 8.12174 3.84247 3.94883
H 8.59354 5.57378 4.26541
H 9.11083 6.03946 0.59659
H 10.37408 5.31860 1.61215
H 9.45733 6.77603 2.15057
H 5.88437 5.15406 2.88149
H 4.50783 4.26214 2.11069
H 5.13449 3.86386 3.67728
H 4.66715 2.00242 1.65259
H 5.89914 1.78488 0.46071
H 6.12742 1.09404 2.05058
H 7.01512 4.16067 -2.26100
H 8.35915 3.24636 -1.76325
H 6.78382 2.57023 -1.29415
H 7.09894 6.28650 -0.94530
H 6.32153 5.91145 0.61800
H 5.58075 5.30904 -0.80256
O -0.76874 8.53358 -0.05385
P -2.18191 8.10452 0.11094
N -3.28611 8.82348 -0.98630
C -3.44411 10.23507 -1.09119
C -3.64931 8.09682 -2.23042
N -2.83823 8.38754 1.64866
C -4.22707 8.79732 1.90169
C -1.84912 8.65563 2.70864
N -2.41808 6.34465 -0.06924
C -1.50047 5.62403 -0.91121
C -3.54237 5.63269 0.45381
H -3.17455 10.56857 -0.08909
H -4.42422 10.57712 -1.42358
H -2.77634 10.74230 -1.78754
H -4.06740 8.73480 -3.00905
H -4.28748 7.23481 -2.03610
H -2.76981 7.69955 -2.73713
H -4.81926 8.53655 1.02454
H -4.64450 8.30092 2.77773
H -4.21642 9.88599 1.95471
H -1.28534 9.56112 2.48425
H -2.33601 8.77478 3.67654
H -1.14503 7.82384 2.68651
H -1.31353 6.11455 -1.86648
H -0.58871 5.39804 -0.35828
H -1.86596 4.63011 -1.16935
H -3.24495 4.68607 0.90496
H -4.23425 5.30329 -0.32136
H -4.12817 6.22161 1.15957
C 1.40005 1.69283 -7.34072
Br 2.27712 0.94742 -5.75073
Br 1.09708 3.65020 -7.13889
Br -0.25737 0.62987 -7.59784
H 2.10747 1.62551 -8.16724



3.
68
Properties=species:S:1:pos:R:3 method="wB97M-V/def2-TZVPD" e_tot_ev=-91954.04909 homo_ev=-13.30 total_charge=+2 gap_ha=0.2593 e_above_lowest_kj_mol=0.00 multiplicity=1
In -1.07279 1.14553 0.83561
C -2.77899 3.31244 -0.85584
N -2.90221 2.35968 0.26961
C -3.97573 1.38295 -0.04148
C -3.18365 3.06177 1.54964
C -3.08321 2.13820 2.75542
N -1.84081 1.34688 2.71484
C -1.69440 0.29999 3.63678
C -0.80008 -0.74306 3.39500
F -0.12154 -0.74037 2.19357
C -0.57949 -1.79216 4.25419
F 0.29356 -2.73701 3.89211
C -1.25175 -1.86534 5.45350
C -2.13767 -0.84599 5.73071
F -2.80790 -0.84325 6.87700
C -2.35432 0.21136 4.86212
F -3.19801 1.17676 5.25191
H -3.72638 3.83343 -1.01091
H -2.52536 2.76773 -1.76392
H -2.01057 4.05412 -0.65277
H -4.93019 1.90238 -0.15063
H -4.06604 0.64889 0.75813
H -3.74320 0.87035 -0.97194
H -4.18286 3.50449 1.51969
H -2.46873 3.87968 1.63846
H -3.95971 1.48681 2.80582
H -3.12089 2.77732 3.63540
H -1.09096 -2.67788 6.14723
Cl 0.17468 3.72141 0.92029
C 1.82332 3.11825 1.26017
Cl 1.79362 1.33791 1.30248
H 2.12467 3.48232 2.23427
H 2.48156 3.44120 0.46384
S -1.14870 -0.37448 -1.01055
Sb 1.03382 -1.06046 -1.65040
C 0.59068 -2.13699 -3.36141
C 1.22304 -1.76204 -4.54447
C 0.93614 -2.46910 -5.70440
C 0.03483 -3.52392 -5.66858
C -0.59185 -3.88589 -4.48134
C -0.31789 -3.19332 -3.31282
C 1.85218 -2.15096 -0.08764
C 2.95760 -1.67919 0.61921
C 3.43870 -2.42604 1.68635
C 2.81818 -3.61833 2.03416
C 1.71693 -4.07918 1.32277
C 1.22190 -3.34612 0.25558
C 2.10235 0.64684 -2.19499
C 1.36814 1.71422 -2.70780
C 2.03605 2.87367 -3.08330
C 3.41708 2.95956 -2.94830
C 4.14293 1.88368 -2.45228
C 3.48874 0.71810 -2.07532
H 1.92663 -0.93885 -4.57370
H 1.41825 -2.19516 -6.63338
H -0.18404 -4.07082 -6.57617
H -1.29460 -4.70841 -4.46541
H -0.81908 -3.47222 -2.39408
H 3.45122 -0.75544 0.34931
H 4.30116 -2.07915 2.24087
H 3.19604 -4.19566 2.86813
H 1.24141 -5.01123 1.59945
H 0.36368 -3.71355 -0.29323
H 0.29272 1.64694 -2.82317
H 1.47951 3.70405 -3.49867
H 3.93306 3.86174 -3.25168
H 5.22058 1.94419 -2.37324
H 4.06863 -0.12325 -1.71975